(1)
Here is a 2-piece molecular cluster, CH5OPS overall from the OMol25 dataset. Energies are from the ωB97M-V functional and the def2-TZVPD basis.

Positions of all 9 atoms, in Å:
C  0.21  1.67  -0.10
O  0.34  -2.01  0.84
P  -0.84  -2.09  -0.26
S  -1.27  1.05  -0.96
H  1.13  1.31  -0.65
H  0.16  1.46  1.04
H  0.13  2.73  -0.26
H  0.11  -1.48  1.62
H  0.03  -2.64  -1.26

## Properties
- Energy relative to the best compared isomer or geometry (same formula, charge and spin): 284.5 kJ/mol
- E: -23287.290 eV
- M: 96.1 g mol⁻¹
- LUMO level (alpha / beta): -0.738 / -1.391 eV
- Charge: 0
- Orbital gap (alpha / beta): 7.96 / 6.73 eV

(2)
Here is a 3-piece molecular cluster, C24H42BClN5O7 overall from the OMol25 dataset. Energies are from the ωB97M-V functional and the def2-TZVPD basis.

Positions of all 80 atoms, in Å:
C  6.89  0.00  0.19
C  5.40  -0.73  0.16
O  5.33  -2.08  0.26
O  4.12  -0.03  -0.02
C  3.48  0.04  1.31
O  3.14  -1.00  2.08
C  3.23  1.57  1.91
C  2.10  2.31  0.99
C  2.56  3.02  -0.44
C  3.22  4.52  -0.24
C  2.86  5.62  -1.45
C  3.39  7.18  -1.41
C  4.29  7.66  -0.10
C  4.66  6.57  1.08
C  4.13  5.00  1.03
C  1.07  3.35  1.75
O  -0.19  3.01  1.03
B  -0.29  1.52  0.81
C  -0.97  1.05  2.23
C  -1.31  -0.55  2.35
C  -2.80  -0.97  1.76
Cl  -0.02  -1.68  1.64
C  -1.28  1.47  -0.51
C  -0.70  0.62  -1.78
N  -1.77  0.74  -2.89
N  -0.59  -0.90  -1.51
N  0.58  1.16  -2.39
O  1.17  1.19  0.62
H  7.03  0.69  -0.77
H  6.99  0.61  1.19
H  7.68  -0.88  0.17
H  2.90  1.52  3.05
H  4.28  2.09  1.91
H  1.54  3.20  -1.03
H  3.21  2.31  -1.11
H  2.22  5.26  -2.37
H  3.11  7.95  -2.28
H  4.65  8.79  -0.03
H  5.32  6.93  1.98
H  4.41  4.27  1.90
H  1.36  4.48  1.84
H  1.10  3.02  2.90
H  -0.35  1.39  3.17
H  -2.01  1.62  2.32
H  -1.36  -0.79  3.51
H  -2.92  -2.14  1.99
H  -2.91  -0.86  0.60
H  -3.66  -0.45  2.39
H  -1.43  2.59  -0.90
H  -2.35  1.10  -0.19
H  -1.81  1.78  -3.07
H  -1.41  0.34  -3.79
H  -1.59  -1.23  -1.69
H  0.04  -1.35  -2.21
H  0.63  1.01  -3.43
H  1.37  0.66  -1.92
C  -3.22  -6.40  2.12
C  -2.79  -4.99  1.81
O  -3.46  -4.01  2.17
N  -1.64  -4.79  1.12
C  -0.72  -5.79  0.61
H  -4.15  -6.38  2.68
H  -3.38  -6.95  1.19
H  -2.46  -6.89  2.73
H  -1.43  -3.82  0.95
H  0.26  -5.60  1.05
H  -0.66  -5.66  -0.48
H  -1.04  -6.81  0.84
C  -5.90  -3.89  -1.41
C  -4.96  -2.73  -1.43
O  -4.47  -2.26  -0.40
N  -4.64  -2.18  -2.63
C  -5.09  -2.57  -3.95
H  -6.06  -4.22  -0.37
H  -6.87  -3.60  -1.82
H  -5.48  -4.73  -1.97
H  -3.99  -1.40  -2.56
H  -4.22  -2.83  -4.54
H  -5.59  -1.71  -4.40
H  -5.78  -3.41  -3.91

## Properties
- E: -60540.386 eV
- M: 558.9 g mol⁻¹
- LUMO level: 2.428 eV
- Charge: -1
- Orbital gap: 7.05 eV

(3)
Here is a 2-piece molecular cluster, C5H12NO2 overall from the OMol25 dataset. Energies are from the ωB97M-V functional and the def2-TZVPD basis.

Positions of all 20 atoms, in Å:
C  2.25  0.62  -0.85
O  1.67  -0.72  -0.81
C  1.93  1.22  0.43
C  0.53  1.30  0.83
C  -0.04  0.09  1.66
C  -1.06  -0.64  0.76
O  -2.22  -0.69  1.00
N  -2.98  -1.26  -1.61
H  3.30  0.58  -1.13
H  1.65  1.06  -1.66
H  2.29  -1.39  -0.51
H  2.75  1.75  0.90
H  -0.10  1.46  -0.06
H  0.41  2.18  1.47
H  0.83  -0.51  1.98
H  -0.60  0.37  2.57
H  -0.63  -1.12  -0.14
H  -3.52  -1.12  -2.46
H  -2.96  -2.27  -1.56
H  -3.50  -0.90  -0.82

## Properties
- Energy relative to the best compared isomer or geometry (same formula, charge and spin): 440.4 kJ/mol
- E: -10954.055 eV
- M: 118.2 g mol⁻¹
- LUMO level: -7.663 eV
- Charge: +1
- Orbital gap: 4.94 eV

(4)
Here is C11H22I2N2O4P as an isolated structure from the OMol25 dataset. Energies are from the ωB97M-V functional and the def2-TZVPD basis.

Positions of all 42 atoms, in Å:
C  3.85  1.16  2.44
C  3.16  2.07  2.08
P  2.18  3.33  1.52
O  1.72  4.21  2.71
N  1.44  5.76  2.48
O  2.33  6.27  2.04
C  0.86  2.60  0.53
I  0.89  3.43  -1.44
C  -0.52  2.59  1.16
C  -0.53  1.90  2.52
I  -1.49  4.51  1.22
H  4.28  0.20  2.62
H  2.98  4.08  0.68
H  1.14  1.57  0.37
H  -1.15  2.01  0.49
H  0.44  1.92  3.01
H  -0.75  0.85  2.36
H  -1.29  2.30  3.17
C  0.59  -3.16  -3.58
O  -0.45  -3.65  -2.75
C  -0.01  -4.15  -1.49
C  -0.57  -3.31  -0.37
N  0.03  -1.98  -0.37
C  -0.60  -1.05  0.55
C  -2.04  -0.61  0.27
O  -2.18  0.15  -0.90
C  -2.42  -0.58  -2.09
H  0.14  -2.88  -4.53
H  1.08  -2.28  -3.14
H  1.34  -3.93  -3.76
H  1.08  -4.18  -1.44
H  -0.38  -5.17  -1.39
H  -0.36  -3.80  0.59
H  -1.66  -3.27  -0.50
H  -0.03  -1.60  -1.30
H  0.02  -0.14  0.56
H  -0.55  -1.47  1.56
H  -2.35  0.04  1.10
H  -2.74  -1.46  0.27
H  -2.99  -1.49  -1.90
H  -1.49  -0.84  -2.61
H  -3.00  0.05  -2.76

## Properties
- E: -48411.135 eV
- M: 531.1 g mol⁻¹
- LUMO level: -5.045 eV
- Charge: +1
- Orbital gap: 6.14 eV

(5)
Here is C24H27N4RuS as an isolated structure from the OMol25 dataset. Energies are from the ωB97M-V functional and the def2-TZVPD basis.

Positions of all 57 atoms, in Å:
Ru  0.02  -0.02  0.16
C  0.36  1.52  4.39
C  0.51  1.37  3.01
N  -0.18  0.47  2.32
C  -1.07  -0.32  2.96
C  -1.29  -0.24  4.34
C  -0.53  0.71  5.06
C  -2.26  -1.09  4.96
C  -2.98  -1.96  4.22
C  -2.79  -2.06  2.81
C  -3.54  -2.94  2.00
C  -3.32  -2.98  0.64
C  -2.34  -2.14  0.09
N  -1.62  -1.32  0.84
C  -1.84  -1.26  2.18
H  0.95  2.26  4.92
H  1.19  2.00  2.46
H  -0.66  0.79  6.13
H  -2.40  -1.02  6.03
H  -3.72  -2.60  4.69
H  -4.29  -3.58  2.45
H  -3.88  -3.64  -0.01
H  -2.14  -2.15  -0.97
S  -1.00  1.70  -0.81
C  -2.36  2.77  -0.87
C  -2.64  3.65  0.21
C  -3.70  4.57  0.11
C  -4.46  4.65  -1.05
C  -4.17  3.80  -2.13
C  -3.13  2.86  -2.04
H  -2.02  3.61  1.10
H  -3.92  5.23  0.94
H  -5.26  5.37  -1.13
H  -4.76  3.86  -3.04
H  -2.90  2.22  -2.88
C  4.55  -4.18  1.74
C  4.57  -3.15  0.60
N  3.22  -2.83  0.08
C  2.62  -3.83  -0.83
C  1.53  -4.68  -0.16
C  2.58  -1.76  0.45
C  3.19  -0.80  1.43
N  1.36  -1.46  -0.06
H  5.56  -4.30  2.12
H  4.20  -5.15  1.39
H  3.91  -3.85  2.56
H  5.15  -3.54  -0.23
H  5.06  -2.24  0.93
H  3.42  -4.47  -1.17
H  2.24  -3.32  -1.72
H  1.95  -5.31  0.62
H  1.08  -5.34  -0.91
H  0.74  -4.08  0.28
H  4.12  -0.38  1.04
H  3.42  -1.30  2.37
H  2.50  0.01  1.62
H  1.03  -2.12  -0.75

## Properties
- Energy relative to the best compared isomer or geometry (same formula, charge and spin): 114.5 kJ/mol
- E: -44676.490 eV
- 2S+1: 5
- M: 504.6 g mol⁻¹
- LUMO level (alpha / beta): -11.161 / -12.577 eV
- Charge: +3
- Orbital gap (alpha / beta): 6.18 / 4.77 eV

(6)
Here is an isolated molecule of C4H9NO2 from the OMol25 dataset. Energies are from the ωB97M-V functional and the def2-TZVPD basis.

Positions of all 16 atoms, in Å:
N  1.77  1.34  1.57
C  0.95  1.13  0.50
O  1.52  1.15  -0.58
C  -0.52  0.71  0.78
C  -0.83  -0.69  0.13
C  -0.34  -0.92  -1.25
O  -1.21  -2.01  -1.89
H  1.75  0.72  2.47
H  2.67  1.42  1.29
H  -0.88  1.45  0.10
H  -0.86  0.69  1.86
H  -1.93  -0.68  -0.02
H  -0.37  -1.26  0.90
H  0.67  -1.40  -1.38
H  -0.60  0.00  -1.89
H  -1.79  -1.65  -2.59

## Properties
- Energy relative to the best compared isomer or geometry (same formula, charge and spin): 233.2 kJ/mol
- E: -9877.644 eV
- SMILES: NC(=O)CCCO
- M: 103.1 g mol⁻¹
- LUMO level: 0.780 eV
- Charge: 0
- Orbital gap: 10.60 eV

(7)
Here is C32H34AsN3O3OsS2 as an isolated structure from the OMol25 dataset. Energies are from the ωB97M-V functional and the def2-TZVPD basis.

Positions of all 76 atoms, in Å:
Os  0.56  0.45  0.48
C  0.95  2.75  -3.05
C  -0.40  3.09  -2.46
C  -1.40  3.58  -3.28
C  -2.66  3.87  -2.78
C  -2.92  3.65  -1.44
C  -1.94  3.17  -0.58
C  -2.26  2.99  0.88
C  -0.67  2.89  -1.10
N  0.37  2.40  -0.25
C  1.46  3.21  -0.13
O  1.54  4.39  -0.45
C  2.66  2.50  0.41
C  3.90  3.07  0.63
C  4.94  2.25  1.04
C  4.72  0.89  1.24
C  3.45  0.40  1.03
N  2.47  1.20  0.62
C  3.02  -1.03  1.21
O  3.83  -1.90  1.49
N  1.68  -1.20  0.99
C  1.22  -2.56  1.06
C  0.88  -3.12  2.29
C  1.11  -2.37  3.58
C  0.38  -4.42  2.32
C  0.23  -5.15  1.15
C  0.63  -4.60  -0.06
C  1.15  -3.31  -0.11
C  1.72  -2.76  -1.39
H  0.89  2.73  -4.13
H  1.28  1.78  -2.69
H  1.69  3.49  -2.76
H  -1.18  3.75  -4.33
H  -3.44  4.25  -3.44
H  -3.91  3.87  -1.04
H  -3.24  3.41  1.10
H  -1.51  3.48  1.50
H  -2.27  1.94  1.15
H  4.02  4.13  0.46
H  5.92  2.66  1.21
H  5.50  0.20  1.54
H  0.88  -1.31  3.48
H  2.17  -2.44  3.85
H  0.52  -2.79  4.38
H  0.10  -4.85  3.27
H  -0.15  -6.16  1.19
H  0.57  -5.18  -0.97
H  1.53  -3.44  -2.23
H  2.80  -2.64  -1.30
H  1.32  -1.77  -1.62
S  0.27  1.15  2.55
C  -1.11  0.29  3.17
C  -1.48  0.43  4.51
C  -2.58  -0.25  5.00
C  -3.32  -1.10  4.17
C  -2.96  -1.24  2.84
C  -1.86  -0.53  2.33
S  -1.44  -0.61  0.66
H  -0.90  1.08  5.15
H  -2.86  -0.12  6.04
H  -4.17  -1.64  4.56
H  -3.53  -1.88  2.18
C  -1.69  -2.49  -2.20
As  -1.01  -0.80  -2.81
C  -2.51  0.20  -3.41
C  0.09  -1.15  -4.34
O  -0.13  0.06  -1.69
H  -1.95  -3.10  -3.06
H  -2.58  -2.30  -1.59
H  -0.95  -2.98  -1.58
H  -2.99  -0.33  -4.24
H  -2.17  1.18  -3.74
H  -3.21  0.33  -2.59
H  -0.36  -1.91  -4.98
H  1.07  -1.49  -3.99
H  0.22  -0.22  -4.89

## Properties
- Energy relative to the best compared isomer or geometry (same formula, charge and spin): 21.3 kJ/mol
- E: -129328.273 eV
- M: 837.9 g mol⁻¹
- LUMO level (alpha / beta): -1.308 / -1.120 eV
- Charge: 0
- Orbital gap (alpha / beta): 6.22 / 6.31 eV

(8)
Here is a 2-piece molecular cluster, C9H16 overall from the OMol25 dataset. Energies are from the ωB97M-V functional and the def2-TZVPD basis.

Positions of all 25 atoms, in Å:
C  -0.13  0.48  0.20
C  -0.05  -0.65  1.00
C  1.99  0.82  0.61
C  1.09  0.79  -0.60
C  0.60  -1.95  0.68
C  2.27  2.12  1.29
C  -1.69  -0.95  -2.07
C  -1.91  -0.33  -0.74
C  -3.07  -0.09  -0.15
H  -0.66  1.34  0.60
H  -0.76  -0.70  1.82
H  2.73  0.04  0.70
H  1.35  0.00  -1.31
H  1.01  1.73  -1.14
H  -0.18  -2.67  0.39
H  1.32  -1.88  -0.13
H  1.09  -2.36  1.56
H  2.93  2.01  2.15
H  2.75  2.87  0.63
H  1.35  2.61  1.64
H  -2.63  -1.20  -2.58
H  -1.14  -0.27  -2.74
H  -1.10  -1.87  -1.99
H  -4.03  -0.27  -0.65
H  -3.14  0.37  0.83

## Properties
- Energy relative to the best compared isomer or geometry (same formula, charge and spin): 450.4 kJ/mol
- E: -9586.544 eV
- M: 124.2 g mol⁻¹
- LUMO level (alpha / beta): 0.806 / 0.923 eV
- Charge: 0
- Orbital gap (alpha / beta): 7.70 / 7.32 eV